i:
{
  "formula": "C45H44GeN5O3STi",
  "method": "wB97M-V/def2-TZVPD",
  "species": ["Ge", "Ti", "S", "O", "O", "O", "N", "N", "N", "N", "N", "C", "C", "C", "C", "C", "C", "C", "C", "C", "C", "C", "C", "C", "C", "C", "C", "C", "C", "C", "C", "C", "C", "C", "C", "C", "C", "C", "C", "C", "C", "C", "C", "C", "C", "C", "C", "C", "C", "C", "C", "C", "C", "C", "C", "C", "H", "H", "H", "H", "H", "H", "H", "H", "H", "H", "H", "H", "H", "H", "H", "H", "H", "H", "H", "H", "H", "H", "H", "H", "H", "H", "H", "H", "H", "H", "H", "H", "H", "H", "H", "H", "H", "H", "H", "H", "H", "H", "H", "H"],
  "xyz": [[-1.52, -1.18, -1.21], [0.73, -0.80, 0.05], [-0.92, 1.57, -1.42], [3.33, 2.05, -0.75], [1.76, 0.47, -0.74], [-0.20, -0.30, 1.62], [0.90, 4.46, 2.83], [1.91, -1.46, 1.51], [1.88, -2.28, -0.88], [0.88, 2.85, 0.92], [1.63, -1.03, 2.78], [-6.00, 0.19, -0.38], [-1.20, 1.37, 6.25], [-3.36, -0.63, -0.84], [1.76, -2.81, -2.11], [2.33, 1.56, -1.23], [0.12, 0.95, 6.26], [-0.11, 0.13, 4.00], [0.47, -0.46, 2.77], [0.26, 2.06, -2.64], [-0.41, 3.72, 2.83], [-1.06, -5.60, 0.81], [-1.51, -1.56, -3.13], [-2.47, -2.73, -5.03], [-5.34, 0.60, -1.53], [-0.52, -1.06, -3.98], [3.07, -2.48, -0.19], [-4.05, -1.03, 0.30], [-0.50, -1.38, -5.33], [-1.45, -3.06, -0.39], [4.25, -2.14, 2.07], [1.92, 2.44, 1.88], [-5.36, -0.63, 0.54], [-1.44, -3.23, 1.01], [-1.98, 1.15, 5.12], [3.09, -2.02, 1.15], [1.07, 5.22, 1.54], [-0.23, 2.57, -3.86], [-1.47, -2.22, -5.86], [-1.44, 0.54, 4.00], [0.67, 0.33, 5.14], [-4.03, 0.20, -1.75], [2.76, -3.50, -2.74], [3.99, -3.65, -2.07], [-0.44, 2.85, 1.55], [2.04, 3.49, 3.00], [0.62, 3.09, -4.82], [1.66, 2.09, -2.45], [4.14, -3.17, -0.81], [-1.26, -4.22, -1.16], [-1.06, -5.47, -0.58], [-1.26, -4.48, 1.60], [1.99, 3.14, -4.60], [1.18, 4.17, 0.40], [-2.49, -2.39, -3.68], [2.50, 2.65, -3.41], [2.19, 4.16, -0.02], [0.27, -0.97, -5.97], [0.73, 1.10, 7.14], [4.81, -4.16, -2.56], [-7.02, 0.51, -0.19], [-3.56, -1.69, 1.02], [-1.30, 2.55, -4.02], [1.69, -0.02, 5.14], [5.10, -1.55, 1.70], [-1.16, 3.23, 0.82], [3.56, 2.69, -3.21], [-1.27, -4.15, -2.24], [2.85, 2.33, 1.34], [0.48, 4.40, -0.40], [-3.03, 1.44, 5.12], [-3.51, 0.53, -2.65], [-3.23, -3.39, -5.44], [0.25, -0.42, -3.58], [-1.60, -2.38, 1.65], [0.80, -2.67, -2.59], [-3.28, -2.77, -3.05], [-1.46, -2.48, -6.91], [-5.87, -0.95, 1.43], [2.66, 3.56, -5.35], [5.06, -3.29, -0.27], [-1.63, 1.85, 7.12], [3.97, -1.76, 3.05], [0.19, 5.86, 1.43], [-1.20, 4.46, 2.84], [2.96, 4.07, 2.93], [1.96, 3.06, 4.00], [0.90, 5.11, 3.61], [-0.90, -6.57, 1.26], [2.59, -3.89, -3.73], [-5.83, 1.24, -2.24], [-2.04, 0.36, 3.12], [1.95, 5.85, 1.63], [-1.28, -4.58, 2.68], [0.20, 3.45, -5.75], [4.57, -3.18, 2.17], [-0.46, 3.13, 3.74], [-0.72, 1.83, 1.78], [1.65, 1.48, 2.29], [-0.91, -6.34, -1.20]],
  "mulliken_charge": [2.4890, -1.1764, 0.0216, -0.7311, 0.8878, 1.9274, 0.0307, 1.7838, 0.2974, 0.5489, -1.3299, -0.5246, -0.4835, -0.0698, -0.2359, -0.0923, -0.6667, 1.0347, -0.7857, 0.4738, -0.8735, -0.6245, -0.0122, -0.7804, -0.7584, -0.4838, 0.8273, -0.3341, -1.0442, 0.4285, -1.9711, 0.6308, -0.8319, 0.1832, -0.8657, 0.7064, -0.8727, -0.7990, -0.6207, -0.4071, -0.6549, -0.1042, -1.3633, -0.5215, -0.0114, -1.1124, -0.6873, 0.6584, -1.2678, -0.2878, -0.8409, -0.9800, -0.7233, -0.9309, -0.6236, -0.9322, 0.5668, 0.4611, 0.4167, 0.4100, 0.3685, 0.2779, 0.4665, 0.5159, 0.3318, 0.9316, 0.4456, 0.2493, 0.9347, 0.4463, 0.4458, 0.3108, 0.4219, 0.7021, -0.0863, 0.4289, 0.4880, 0.3861, 0.4226, 0.3977, 0.4789, 0.4113, 0.3860, 0.3350, 0.2163, 0.2538, 0.5047, 0.3102, 0.3601, 0.5040, 0.4052, 0.4292, 0.3534, 0.4169, 0.4124, 0.3822, 0.1455, -0.7148, -1.2715, 0.4275],
  "multiplicity": 2,
  "e_homo_ev": [-5.532, -5.989]
}



ii:
{
  "formula": "C45H44GeN5O3STi",
  "method": "wB97M-V/def2-TZVPD",
  "species": ["Ge", "Ti", "S", "O", "O", "O", "N", "N", "N", "N", "N", "C", "C", "C", "C", "C", "C", "C", "C", "C", "C", "C", "C", "C", "C", "C", "C", "C", "C", "C", "C", "C", "C", "C", "C", "C", "C", "C", "C", "C", "C", "C", "C", "C", "C", "C", "C", "C", "C", "C", "C", "C", "C", "C", "C", "C", "H", "H", "H", "H", "H", "H", "H", "H", "H", "H", "H", "H", "H", "H", "H", "H", "H", "H", "H", "H", "H", "H", "H", "H", "H", "H", "H", "H", "H", "H", "H", "H", "H", "H", "H", "H", "H", "H", "H", "H", "H", "H", "H", "H"],
  "xyz": [[-0.96, 1.30, -1.31], [0.23, -0.99, -0.39], [3.27, -2.60, 3.25], [2.25, -1.07, -0.72], [1.32, -2.43, 0.70], [-0.94, -0.77, 1.20], [-2.10, -2.65, 0.62], [-1.37, -2.43, -0.52], [0.15, -1.76, -2.43], [2.80, 2.02, 3.45], [1.72, 0.73, 1.58], [4.14, -2.92, 1.78], [-3.57, 1.27, 0.07], [1.58, 2.15, 1.32], [3.84, 1.17, 2.79], [-2.13, 2.98, 0.87], [5.42, -3.50, 1.86], [6.23, -3.68, 0.76], [-4.51, 1.60, 1.03], [-3.42, -2.79, 4.68], [4.57, -2.69, -0.63], [1.57, 5.18, -2.56], [-1.97, 0.92, -2.98], [-2.60, -4.22, -1.68], [-1.78, -1.71, 1.47], [2.14, 3.91, -2.60], [0.25, 5.32, -2.16], [-3.07, 3.33, 1.84], [2.38, -2.01, 0.17], [-1.83, 1.68, -4.14], [-2.63, -0.45, 3.42], [1.39, 2.81, -2.21], [2.21, 2.98, 2.46], [-2.49, 1.35, -5.32], [3.72, -2.55, 0.47], [1.72, 1.14, 4.02], [-3.47, -0.55, -4.23], [1.07, 0.37, 2.85], [-3.24, -0.39, 4.66], [-4.26, 2.63, 1.93], [-2.43, -1.68, 2.80], [-0.93, -3.20, -4.00], [-2.35, 1.94, -0.03], [-0.50, 4.21, -1.79], [-0.17, -2.66, -5.02], [-2.83, -2.85, 3.43], [0.76, -1.68, -4.73], [-2.80, -0.21, -3.06], [5.82, -3.25, -0.51], [-0.75, -2.72, -2.71], [0.89, -1.26, -3.42], [0.06, 2.93, -1.80], [-3.63, -1.57, 5.30], [3.15, 0.40, 1.65], [-1.58, -3.14, -1.57], [-3.31, 0.23, -5.37], [-1.20, 2.57, -4.12], [-3.72, -3.71, 5.18], [1.85, 1.83, -2.23], [3.02, 3.63, 2.12], [-3.11, -4.34, -0.73], [0.52, 2.38, 1.22], [-1.23, 3.59, 0.79], [3.16, 3.79, -2.92], [-1.67, -3.96, -4.20], [-2.13, -5.16, -1.96], [-0.21, 6.31, -2.14], [-3.33, -3.97, -2.46], [5.76, -3.81, 2.84], [4.23, 0.48, 3.54], [7.20, -4.13, 0.88], [1.38, -1.23, -5.49], [6.46, -3.38, -1.37], [-5.00, 2.90, 2.68], [2.15, 6.05, -2.86], [2.20, 0.47, 4.74], [1.61, -0.51, -3.13], [-5.45, 1.06, 1.08], [-2.87, 4.16, 2.51], [2.06, 2.39, 0.37], [-1.53, 4.34, -1.49], [-2.93, -0.84, -2.18], [1.20, -0.70, 3.00], [1.47, 3.58, 3.00], [-2.66, -3.80, 2.94], [-2.35, 0.46, 2.90], [-4.11, -1.42, -4.25], [3.24, -0.66, 1.90], [-0.30, -3.01, -6.04], [-2.36, 1.96, -6.20], [4.63, 1.84, 2.45], [3.61, 0.61, 0.69], [-4.10, -1.52, 6.27], [-3.80, 0.46, -0.62], [-3.42, 0.57, 5.13], [4.21, -2.36, -1.60], [1.02, 1.79, 4.55], [3.23, 2.54, 4.21], [-3.83, -0.03, -6.28], [0.02, 0.60, 2.78]],
  "mulliken_charge": [2.4885, -0.4817, -0.4330, -0.7817, -0.4769, 1.1118, -1.5537, 1.9393, 0.4506, -0.0620, 1.1563, 0.2300, -0.1191, 0.6460, -1.0349, 0.1040, -0.6101, -0.4355, -0.7938, -0.7462, -0.4938, -0.6054, 0.0957, -2.0183, 0.3629, -0.5506, -0.6655, -0.9026, 1.3384, -0.6082, 0.4298, -0.6236, -0.9657, -0.8916, 0.0352, -1.0823, -1.0317, -0.1098, -1.3186, -0.5850, -0.6615, -0.9422, 0.0179, -0.5419, -0.6532, -0.4850, -0.8857, 0.2856, -0.7866, 0.7095, -0.2163, 0.7203, -0.4009, 0.7126, 0.7935, -0.6241, 0.3111, 0.4035, 0.0408, 0.3143, 0.3881, -0.9112, 0.3091, 0.4120, 0.5414, 0.3911, 0.4079, 0.3174, 0.4046, 0.4672, 0.3633, 0.4906, 0.3974, 0.4168, 0.3608, 0.2964, 0.2463, 0.4340, 0.4180, 0.3004, 0.4220, 0.0446, 0.5174, 0.3882, 0.4911, 0.2275, 0.4271, -1.6276, 0.4201, 0.4276, 0.2625, 0.8239, 0.4129, 0.1811, 0.4303, 0.4064, 0.4243, 0.2772, 0.3803, -0.3072],
  "multiplicity": 2,
  "e_homo_ev": [-6.090, -6.097]
}



ii is the most stable structure shown above.